52
Properties=species:S:1:pos:R:3:forces:R:3 method="wB97M-V/def2-TZVPD" gap_ev="3.1 / 4.5" e_above_lowest_ev=2.007 spin_multiplicity=5 energy_ha=-3136.263514 charge=-1 homo_ev="-2.330 / -4.708"
Rh -14.81168 4.56613 -10.22521 -1.911 0.401 1.590
O -14.55714 7.17375 -11.32508 0.633 1.197 0.789
C -14.99379 6.09486 -11.63787 -1.173 -2.083 -1.677
C -15.56084 5.64031 -12.88423 0.407 -1.194 2.563
C -15.86691 6.51061 -13.87971 -0.275 3.199 -2.838
C -16.50621 6.12826 -15.05827 -0.068 0.137 1.133
C -16.89596 4.80229 -15.27787 0.523 -0.967 -0.288
C -16.46598 3.85199 -14.32015 -0.812 0.260 0.734
C -15.93717 4.29079 -13.08110 -0.161 -0.295 -2.300
P -15.71703 3.21243 -11.71481 0.409 0.347 -0.783
C -17.43073 2.69566 -11.55967 -1.691 -0.230 -0.130
C -18.36333 3.55546 -10.90878 0.661 -1.596 1.042
C -19.59056 3.04124 -10.46836 0.531 -0.503 -1.338
C -19.99609 1.73703 -10.85071 0.244 0.296 0.254
C -19.17983 0.99735 -11.70827 0.564 1.049 0.415
C -17.93168 1.51458 -12.12240 -0.323 -0.159 0.204
C -14.71116 1.90978 -12.45981 -0.301 -0.808 0.039
C -14.82290 0.54092 -12.16800 -0.055 -0.596 0.413
C -13.85131 -0.36679 -12.60120 -0.097 0.231 -0.548
C -12.75566 0.14283 -13.35951 -0.365 -1.718 0.388
C -12.68234 1.46872 -13.69072 0.599 1.524 -1.484
C -13.68259 2.35810 -13.27709 1.073 -0.175 0.744
H -15.56272 7.57676 -13.74540 -0.389 -0.914 -0.188
H -16.80541 6.86149 -15.78475 0.130 0.385 -0.148
H -17.44722 4.55353 -16.21182 0.600 -0.083 0.873
H -16.66292 2.75788 -14.44249 0.078 1.080 0.000
H -18.04076 4.51997 -10.52852 0.038 0.030 -0.080
H -20.17014 3.69855 -9.85692 -0.563 0.050 0.288
H -20.92559 1.26882 -10.48116 0.569 0.502 -0.126
H -19.43938 -0.01924 -11.92417 -0.246 -0.279 -0.538
H -17.36073 1.02583 -12.92293 -0.082 -0.213 0.773
H -15.67209 0.15294 -11.56246 0.698 0.441 -0.479
H -14.04946 -1.45768 -12.42367 0.684 1.193 -0.134
H -11.96098 -0.53069 -13.70120 -0.399 0.145 0.138
H -11.85898 1.87787 -14.39490 -1.294 -0.861 1.490
H -13.49831 3.42623 -13.37932 -0.365 -0.190 -0.370
Te -15.04467 2.52774 -7.88781 0.534 -0.806 -0.677
Te -13.77882 0.03977 -8.26088 -0.330 1.111 0.527
Te -12.38720 -0.08013 -5.80043 -0.657 1.707 -0.421
Te -12.97216 2.77019 -5.47875 0.388 -1.467 -0.096
N -12.33384 6.86009 -9.62632 0.851 2.760 1.269
N -12.06736 5.58569 -9.78437 2.318 -5.140 -1.760
N -10.75988 5.14247 -9.73147 -1.777 1.151 0.174
C -10.79167 3.99684 -10.38953 -1.299 0.160 -0.828
N -11.98382 3.70436 -10.94241 -0.915 0.677 2.188
N -12.85965 4.60141 -10.45207 4.366 1.828 -0.360
H -11.72557 7.44935 -9.02356 -0.550 -1.556 -0.543
H -13.23938 7.22985 -9.80257 -1.143 -0.450 -0.478
H -9.98280 3.30800 -10.53893 0.400 0.262 0.163
S -18.09121 6.35806 -7.87828 -0.812 0.223 0.239
C -16.58598 6.02941 -8.27181 5.352 -1.368 -1.376
N -15.41578 5.75458 -8.56788 -4.600 1.308 1.556